{
  "formula": "C44H116F3N10O12Zn",
  "method": "ωB97M-V/def2-TZVPD",
  "symbols": ["Zn", "C", "O", "O", "C", "F", "F", "F", "C", "C", "H", "H", "H", "H", "H", "H", "C", "C", "C", "O", "C", "N", "H", "H", "H", "H", "H", "H", "H", "H", "H", "H", "H", "C", "C", "C", "O", "C", "N", "H", "H", "H", "H", "H", "H", "H", "H", "H", "H", "H", "C", "C", "C", "O", "C", "N", "H", "H", "H", "H", "H", "H", "H", "H", "H", "H", "H", "C", "C", "C", "O", "C", "N", "H", "H", "H", "H", "H", "H", "H", "H", "H", "H", "H", "C", "C", "C", "O", "C", "N", "H", "H", "H", "H", "H", "H", "H", "H", "H", "H", "H", "C", "C", "C", "O", "C", "N", "H", "H", "H", "H", "H", "H", "H", "H", "H", "H", "H", "C", "C", "C", "O", "C", "N", "H", "H", "H", "H", "H", "H", "H", "H", "H", "H", "H", "C", "C", "C", "O", "C", "N", "H", "H", "H", "H", "H", "H", "H", "H", "H", "H", "H", "C", "C", "C", "O", "C", "N", "H", "H", "H", "H", "H", "H", "H", "H", "H", "H", "H", "C", "C", "C", "O", "C", "N", "H", "H", "H", "H", "H", "H", "H", "H", "H", "H", "H"],
  "xyz": [[1.8818, -2.9588, -0.6227], [-0.6918, -1.0538, -0.4731], [0.2407, -0.2102, 0.2240], [-0.0040, -2.2550, -0.5518], [-2.1768, -0.8850, 0.0399], [-2.2791, -0.9309, 1.4065], [-2.7676, 0.2964, -0.3225], [-2.9519, -1.8467, -0.4445], [0.3726, 1.1987, -0.2020], [1.2687, 1.9058, 0.7899], [1.7713, 2.7308, 0.2849], [0.6607, 2.3467, 1.5798], [2.0803, 1.3043, 1.1993], [-0.5656, 1.7448, -0.3001], [0.9907, 1.1636, -1.0991], [-0.7476, -0.5963, -1.4609], [0.2896, -5.2333, -2.8365], [1.7590, -4.7362, -2.8367], [1.9091, -3.4652, -3.6093], [1.9505, -2.3405, -2.7319], [2.0028, -1.0900, -3.4156], [2.4787, -4.7455, -1.5982], [-0.1476, -5.5209, -3.7928], [-0.4277, -4.6870, -2.2240], [0.3608, -6.2196, -2.3779], [2.2407, -5.4965, -3.4515], [1.0484, -3.3183, -4.2618], [2.8424, -3.3853, -4.1666], [2.3148, -0.2976, -2.7352], [1.0237, -0.7748, -3.7764], [2.7324, -1.0620, -4.2250], [3.4714, -4.5942, -1.7068], [2.4824, -5.6138, -1.0823], [4.9333, 1.2228, 2.9507], [5.2022, 2.2033, 1.8035], [5.2859, 1.5109, 0.4865], [5.6767, 2.4803, -0.4624], [5.6889, 1.9733, -1.7408], [4.1098, 3.1749, 1.9001], [4.8472, 1.6929, 3.9304], [5.7555, 0.5075, 2.9701], [4.0117, 0.6716, 2.7637], [6.1500, 2.7299, 1.9152], [4.3080, 1.1223, 0.2023], [6.0531, 0.7373, 0.4531], [4.6652, 1.6765, -1.9691], [6.3510, 1.1091, -1.7938], [5.9472, 2.7820, -2.4244], [3.1768, 2.7947, 1.8284], [4.1361, 3.8450, 1.1448], [-0.6863, -2.9239, 4.6787], [-1.6888, -3.6274, 3.7323], [-3.0391, -2.9455, 3.7670], [-3.9529, -3.5978, 2.8660], [-5.0075, -2.7838, 2.3976], [-1.0522, -3.7109, 2.4723], [0.3069, -3.3700, 4.6268], [-1.1530, -3.0408, 5.6568], [-0.5093, -1.8718, 4.4553], [-1.7416, -4.6371, 4.1396], [-2.9052, -1.8660, 3.6980], [-3.4574, -3.0957, 4.7622], [-5.7214, -2.4434, 3.1477], [-5.5878, -3.3311, 1.6549], [-4.5211, -1.9558, 1.8820], [-1.3885, -2.8882, 1.9927], [-1.4904, -4.5069, 2.0314], [-0.5949, -7.3029, 2.6813], [-0.9233, -7.8325, 1.3149], [-1.2445, -6.7240, 0.3228], [-2.2701, -5.9530, 0.8904], [-2.9155, -5.0701, -0.0662], [0.2162, -8.5727, 0.8659], [-0.2561, -8.1578, 3.2665], [-1.4814, -6.9197, 3.1866], [0.1622, -6.5317, 2.5393], [-1.7901, -8.4910, 1.3707], [-1.4827, -7.1245, -0.6626], [-0.3246, -6.1418, 0.2681], [-2.1183, -4.3634, -0.2967], [-3.7227, -4.6209, 0.5124], [-3.2756, -5.5467, -0.9779], [0.2140, -9.4904, 1.2878], [-0.0497, -8.8232, -0.0757], [-2.2939, -0.1935, -3.9345], [-3.4931, 0.0366, -4.8723], [-4.2224, 1.4020, -4.6547], [-5.3959, 1.6120, -5.5321], [-5.9944, 2.8525, -5.2923], [-2.9957, -0.0930, -6.2221], [-1.8060, -1.1676, -3.9666], [-2.6835, 0.0263, -2.9405], [-1.5653, 0.6170, -3.9569], [-4.2609, -0.7317, -4.7815], [-3.4728, 2.1929, -4.6778], [-4.6645, 1.3895, -3.6584], [-5.3659, 3.7135, -5.0649], [-6.5572, 2.7195, -4.3683], [-6.7320, 3.1533, -6.0363], [-3.0259, -1.0970, -6.3281], [-3.7908, 0.1407, -6.7994], [-1.8696, 4.3572, 0.7533], [-3.2289, 3.7650, 1.0896], [-4.1498, 3.7826, -0.1828], [-4.3662, 5.1600, -0.5707], [-5.1126, 5.2868, -1.7620], [-3.0284, 2.4742, 1.7461], [-1.8260, 5.4303, 0.5671], [-1.4201, 3.9519, -0.1533], [-1.2177, 4.2468, 1.6198], [-3.7701, 4.3321, 1.8469], [-5.1608, 3.4222, 0.0071], [-3.7038, 3.1874, -0.9796], [-6.0965, 4.8226, -1.8305], [-4.6606, 4.8356, -2.6453], [-5.1664, 6.3007, -2.1585], [-2.6038, 1.9212, 1.0153], [-3.9146, 2.0276, 1.9336], [2.0752, 6.0281, -0.0453], [2.9366, 5.3113, -1.1665], [3.4403, 6.1998, -2.3560], [2.2981, 6.6637, -3.0429], [2.4729, 7.2944, -4.2828], [4.0546, 4.8688, -0.4023], [1.3231, 6.7163, -0.4311], [2.7010, 6.7129, 0.5270], [1.5966, 5.2903, 0.5986], [2.3237, 4.4797, -1.5140], [4.0647, 5.6165, -3.0327], [4.0746, 6.9762, -1.9282], [2.8109, 6.6162, -5.0663], [3.3000, 7.9860, -4.1220], [1.5891, 7.8267, -4.6346], [4.6669, 4.2452, -0.9085], [4.6736, 5.6496, -0.2371], [2.5592, 2.4931, -3.7685], [1.1134, 2.6728, -4.2940], [0.1386, 3.7565, -3.7109], [-1.2078, 3.5076, -4.1135], [-2.1361, 4.4546, -3.8031], [1.2024, 2.8149, -5.7121], [3.2721, 3.3162, -3.8168], [2.9447, 1.6044, -4.2681], [2.4832, 2.2532, -2.7079], [0.6989, 1.6823, -4.1066], [0.5096, 4.7555, -3.9403], [0.1024, 3.7217, -2.6221], [-1.9233, 5.4420, -4.2129], [-2.1954, 4.4641, -2.7147], [-3.0778, 4.1759, -4.2759], [0.3402, 2.4504, -6.0914], [1.1586, 3.8135, -5.8569], [2.3458, -2.3845, 2.7393], [2.5826, -3.7391, 2.1560], [2.6450, -4.8204, 3.2444], [2.9465, -6.1727, 2.7679], [3.2861, -7.1241, 3.7597], [1.5610, -4.0465, 1.1189], [1.4005, -2.4119, 3.2812], [2.3485, -1.5872, 1.9960], [3.1061, -2.0106, 3.4250], [3.5654, -3.7819, 1.6864], [1.7463, -4.8745, 3.8587], [3.4209, -4.4579, 3.9186], [3.9258, -7.8086, 3.2027], [2.4705, -7.6535, 4.2522], [3.9382, -6.6609, 4.5001], [0.6817, -3.8141, 1.5580], [1.5257, -5.0543, 1.1752], [-0.8655, 1.0531, 4.0955], [-1.7594, 1.8792, 5.0022], [-1.1698, 2.0556, 6.4479], [-0.7326, 0.8243, 7.0297], [0.0226, 1.1031, 8.2125], [-2.0321, 3.1828, 4.3470], [-1.2498, 0.8917, 3.0883], [-0.9211, 0.1072, 4.6343], [0.1619, 1.4113, 4.0303], [-2.6953, 1.3205, 5.0085], [-1.9910, 2.4334, 7.0571], [-0.3401, 2.7620, 6.4757], [1.0001, 1.5620, 8.0644], [0.1263, 0.1762, 8.7766], [-0.5528, 1.8041, 8.8173], [-2.3014, 2.9895, 3.3930], [-1.2262, 3.7637, 4.1648]],
  "mulliken_charge": [0.0945, 0.4268, -0.2017, 0.8039, -0.2291, 0.0954, -0.1887, -0.2471, 0.1900, -0.0856, -0.2832, 0.2204, -0.2370, 0.1605, -0.3734, -0.2279, -1.6201, 0.6777, -0.7810, -0.0566, -1.0503, -0.6078, 0.5108, 0.2360, 0.4085, 0.3629, 0.3448, 0.5528, 0.1200, 0.3251, 0.5057, 0.3529, 0.2867, -1.2283, 0.2017, 0.0477, -0.4248, -0.5331, -0.6790, 0.4027, 0.4456, -0.0344, 0.4019, -0.2408, 0.4809, 0.0696, 0.3855, 0.2700, 0.0605, 0.6268, -1.2654, 0.5142, -0.8079, -0.3569, -0.5838, 0.5972, 0.1230, 0.6666, -0.0566, 0.2248, 0.1145, 0.6175, 0.3609, 0.2446, 0.0686, -0.6296, -0.1930, -1.2496, 0.1346, -0.2720, -0.5322, -0.1966, -0.6536, 0.6426, 0.1339, 0.1318, 0.4511, 0.6809, -0.2532, -0.1376, -0.1426, 0.4720, 0.2829, 0.2460, -0.5924, 0.2167, -0.3245, -0.4338, -0.7069, -0.7683, 0.3752, -0.0133, -0.0814, 0.4535, -0.0717, 0.3584, 0.1977, 0.3254, 0.3423, 0.2797, 0.3269, -1.0113, 0.0178, -0.3660, -0.3773, -0.4750, 0.0609, 0.5559, -0.2156, 0.3230, 0.5729, 0.5952, 0.0601, 0.3867, -0.0643, 0.3353, -0.6423, 0.2739, -1.4161, 1.7631, -0.9360, -0.2759, -0.9054, -0.3372, 0.3796, 0.3819, 0.2349, -1.2643, 0.4497, 0.4697, 0.3179, 0.3869, 0.2436, 0.0641, 0.2852, -0.9334, 1.8005, -0.1567, -0.2162, -0.3979, -0.6662, 0.2688, 0.5647, -0.3153, -1.1758, 0.3694, -0.2855, 0.3225, 0.2120, -0.0253, 0.3421, 0.3349, -0.6232, 0.5009, -1.2671, -0.3569, -0.7568, 1.7675, -0.3643, -0.1230, 0.6663, 0.4618, 0.2967, 0.6943, 0.2692, 0.2328, 0.3500, -0.5928, 0.0347, -0.1457, 0.1585, -1.0441, -0.2554, -0.8055, -0.6672, -0.1815, -0.0810, 0.2115, 0.3891, 0.4001, 0.4185, 0.3261, 0.2417, 0.3202, 0.2545, 0.3568],
  "total_charge": 1,
  "e_above_lowest_kj_mol": 585.4,
  "homo_energy_ev": -9.9,
  "gap_ev": 6.41,
  "e_tot_ev": -143537.408
}